Computed, not measured: C7H20IrN5 as an isolated structure at a distorted geometry, with ωB97M-V/def2-TZVPD.

Geometry as XYZ:
```
33
Properties=species:S:1:pos:R:3:forces:R:3
C -3.633090 -1.276279 -3.345938 4.4 -1.9 1.0
Ir -0.065718 -1.186827 -1.313849 -4.5 -3.1 -1.6
N 0.194563 -0.384422 -3.157519 1.1 1.3 -2.3
H 0.058103 -2.791612 -1.123277 0.7 -0.7 0.1
H -4.595146 -1.011894 -3.424988 -3.5 1.1 -0.6
H -3.547279 -2.346368 -3.052719 -0.2 0.6 -0.3
H -3.129191 -0.736607 -2.534299 -0.2 0.1 -0.1
H -3.011849 -1.151201 -4.241657 -0.5 0.1 -0.1
H 1.189888 -0.485060 -3.334050 0.3 0.3 -0.7
H -0.014363 0.611379 -3.039503 0.0 0.0 -0.2
H -0.302730 -0.683888 -4.007293 0.0 -0.2 0.6
C 0.093841 1.486992 0.219623 0.5 0.0 0.9
N 0.114771 -0.072495 0.270078 1.0 2.9 2.6
C -0.673545 -0.442830 1.512492 0.5 0.2 1.1
N 0.004918 0.061049 2.717448 1.1 0.6 -1.5
C 0.068426 1.549487 2.612173 -0.2 -0.2 0.2
N 0.777964 2.037824 1.408847 -0.1 -1.9 -0.5
C 2.156961 1.473709 1.468444 -0.2 0.5 0.0
N 2.233159 0.005238 1.572887 -1.5 0.4 -0.9
C 1.542560 -0.530091 0.325402 1.9 0.8 2.5
C 1.422470 -0.433069 2.718501 -0.6 -0.1 0.6
H -0.955835 1.804165 0.255899 0.3 -0.3 -0.3
H 0.593039 1.818005 -0.702625 -0.2 -0.2 0.3
H -0.776380 -1.522048 1.572860 0.0 -0.1 -0.1
H -1.657037 0.033751 1.438199 0.2 -0.3 -0.3
H 0.587771 1.945245 3.499520 -0.4 -0.1 -0.3
H -0.964055 1.891817 2.560148 0.0 0.3 0.2
H 2.650944 1.768646 0.537718 0.3 0.1 0.3
H 2.625205 1.912814 2.355340 0.2 -0.1 -0.3
H 1.654864 -1.612866 0.401862 -0.3 0.0 0.0
H 2.105119 -0.126226 -0.530338 -0.2 0.0 0.2
H 1.889038 -0.086127 3.654128 -0.1 -0.2 -0.4
H 1.362620 -1.520223 2.706502 0.2 -0.1 0.2
```
Positions in Å, forces in eV/Å.

Its relative energy (zero: lowest compared OMol25 entry of this formula, charge and spin) is 16.6 kJ/mol. Its spin multiplicity is 6. Its net charge is +1. Its LUMO energy (alpha / beta) is -3.34 / -6.77 eV. The value obtained for the total energy is -17856.53423 eV. The HOMO energy (alpha / beta) is -0.284 / -0.483 Eh. The expectation value of S² is 8.756.

Atomic partial charges in e from the Löwdin method, atoms 1 to 4: C -0.06; Ir 1.28; N -0.16; H -0.14